--- A ---
Entry from the Open Molecules 2025 dataset: the molecule C5H3NO (ωB97M-V with the def2-TZVPD basis set).

As for the multiplicity: 1. The frontier orbital gap is 8.84 eV.

Geometry (Å):
N 3.48070 -0.40326 0.08490
C 2.31572 -0.26159 -0.00101
C 0.86573 -0.23527 0.07668
C 0.05274 0.83396 -0.18575
C -1.35501 0.56908 -0.13476
C -1.69170 -0.65522 0.13868
O -2.24260 -1.64614 0.06034
H 0.38307 -1.17822 0.40104
H 0.37740 1.74705 -0.62384
H -2.18605 1.22961 0.18371

natural (NBO) atomic charge list, values in e, 4 entries: -0.310, 0.253, -0.360, -0.089


--- B ---
Entry from the Open Molecules 2025 dataset: a structure of composition C5H3NO (ωB97M-V with the def2-TZVPD basis set).

As for the multiplicity: 1. The frontier orbital gap (alpha / beta) is 7.44 / 7.44 eV.

Geometry (Å):
C -3.04589 0.00298 -0.00017
C -1.79308 -0.02208 0.00384
C -0.41000 -0.06249 0.00593
C 0.50144 -1.12886 -0.25435
O 1.72573 -0.79466 0.04777
N 1.82346 0.49983 0.47550
C 0.58474 0.96356 0.43875
H 0.15311 0.72592 -0.84378
H 0.32950 -2.14421 -0.58499
H 0.35256 1.97635 0.74294

natural (NBO) atomic charge list, values in e, 4 entries: -0.021, -0.587, -0.201, 0.250


Energy ordering: A at the bottom, the next structure 139.8 kcal/mol above.


--- A ---
Entry from the Open Molecules 2025 dataset: the molecule C5H3NO (ωB97M-V with the def2-TZVPD basis set).

As for the multiplicity: 1. The frontier orbital gap is 9.95 eV.

Geometry (Å):
C 1.72951 0.15747 0.38419
C 1.33753 -0.44101 1.43906
C 0.11096 -0.17183 0.42637
C -0.52003 0.98520 0.05349
O -1.51826 0.73786 -0.78476
N -1.63336 -0.63805 -0.95434
C -0.67324 -1.16867 -0.26024
H 2.07850 0.77105 -0.42033
H -0.32069 2.01646 0.31054
H -0.59091 -2.24847 -0.19399

natural (NBO) atomic charge list, values in e, 4 entries: -0.266, -0.050, -0.221, 0.184


--- B ---
Entry from the Open Molecules 2025 dataset: the molecule C5H3NO (ωB97M-V with the def2-TZVPD basis set).

As for the multiplicity: 1. The frontier orbital gap is 10.26 eV.

Geometry (Å):
C 2.42862 0.24230 0.51391
C 1.40582 0.01856 -0.08147
C 0.01871 -0.09459 -0.38230
C -0.87215 -1.18833 -0.14691
N -2.09406 -0.77720 0.04545
O -2.06020 0.59649 -0.09006
C -0.81621 0.97826 -0.35987
H 3.27915 0.44289 1.12254
H -0.66535 -2.25185 -0.12721
H -0.62434 2.03348 -0.49407

natural (NBO) atomic charge list, values in e, 4 entries: -0.194, -0.034, -0.266, -0.007


--- C ---
Entry from the Open Molecules 2025 dataset: a structure of composition C5H3NO (ωB97M-V with the def2-TZVPD basis set).

As for the multiplicity: 1. The frontier orbital gap is 8.81 eV.

Geometry (Å):
C -1.28182 -0.94141 -1.84207
C 1.62593 0.91872 1.43486
C -0.03564 -0.66666 -1.29094
C -0.18400 -0.16334 0.04105
C 0.37726 0.78536 1.76770
N -2.40963 -0.90871 -2.10888
O 2.79436 0.73681 1.44916
H 0.88982 -1.07039 -1.66798
H -1.25966 -0.04901 0.29621
H -0.51662 1.35862 1.92090

natural (NBO) atomic charge list, values in e, 4 entries: 0.234, 0.636, -0.393, -0.032


Energy ordering: B at the bottom, the next structure 44.3 kcal/mol above.


--- A ---
Entry from the Open Molecules 2025 dataset: the molecule C7H7NO2S (ωB97M-V with the def2-TZVPD basis set).

As for the multiplicity: 1. The frontier orbital gap is 8.56 eV.

Geometry (Å):
C 0.41970 -1.50796 -1.28369
C 1.16765 -1.11641 -0.24964
C -0.79589 -0.88414 -1.88926
C 0.73106 0.01886 0.51803
C -1.45507 0.17616 -1.45984
C 0.22081 -0.01489 1.72628
C 1.11009 1.34693 -0.00166
N -1.95314 1.27366 -1.28647
O 0.04908 0.94058 2.72514
O -1.69466 -0.87033 3.42303
S -0.27954 -0.69802 3.28812
H 0.84444 -2.39091 -1.88317
H 1.92694 -1.71248 0.14211
H -1.28661 -1.43261 -2.73776
H 0.75733 2.19049 0.60241
H 2.25775 1.35540 -0.13398
H 0.56338 1.57585 -0.88547
H -2.58334 1.74982 -0.61420

natural (NBO) atomic charge list, values in e, 4 entries: -0.128, -0.263, -0.518, -0.125


--- B ---
Entry from the Open Molecules 2025 dataset: the molecule C7H7NO2S (ωB97M-V with the def2-TZVPD basis set).

As for the multiplicity: 1. The frontier orbital gap (alpha / beta) is 7.03 / 6.66 eV.

Geometry (Å):
C -1.30256 -0.94200 0.95222
C -0.09683 -1.59583 0.86363
C -1.55567 0.18187 0.25948
C 0.96899 -0.93811 0.32492
C -0.52432 0.90446 -0.45049
C 0.84504 0.37681 -0.31075
C 2.21893 -1.74592 0.47201
N -0.95924 2.03589 -1.14083
O -1.81109 4.17290 -1.92169
O 1.72653 1.05540 -0.82690
S -0.53729 3.46451 -1.99591
H -2.01527 -1.43317 1.55791
H 0.10441 -2.63529 1.25021
H -2.56692 0.61958 0.31563
H 2.29034 -2.06216 1.50571
H 2.10908 -2.63987 -0.03513
H 3.09718 -1.12794 0.14032
H -1.99130 2.30885 -0.96036

natural (NBO) atomic charge list, values in e, 4 entries: -0.171, -0.210, -0.263, -0.039


Energy ordering: B at the bottom, the next structure 50.4 kcal/mol above.


--- A ---
Entry from the Open Molecules 2025 dataset: the molecule CH3IOS2 (ωB97M-V with the def2-TZVPD basis set).

As for the multiplicity: 1. The frontier orbital gap is 7.91 eV.

Geometry (Å):
C -0.02439 0.15166 -0.12652
S -1.23274 1.42651 -0.71396
O -0.69692 1.80189 -1.96816
S -3.03261 0.80577 -0.72006
I -1.09532 3.08571 1.06552
H 0.31908 0.13349 0.96445
H -0.36895 -0.83772 -0.61548
H 0.76464 0.55403 -0.60207

natural (NBO) atomic charge list, values in e, 4 entries: -0.795, 1.361, -0.904, -0.383


--- B ---
Entry from the Open Molecules 2025 dataset: the molecule CH3IOS2 (ωB97M-V with the def2-TZVPD basis set).

As for the multiplicity: 1. The frontier orbital gap (alpha / beta) is 7.63 / 7.63 eV.

Geometry (Å):
C 0.68597 0.32572 0.44000
O 2.26689 -1.15499 -1.56391
S 1.54189 -1.14060 1.14405
S 2.90762 -1.61480 -0.34702
I 4.36997 0.52698 0.12468
H 0.87352 0.21874 -0.58178
H 1.39824 1.09670 0.81754
H -0.27889 0.51168 0.83539

natural (NBO) atomic charge list, values in e, 4 entries: -0.724, -0.895, 0.025, 1.070


Energy ordering: B at the bottom, the next structure 15.8 kcal/mol above.


--- A ---
Entry from the Open Molecules 2025 dataset: a cluster of 3 separate species, C4H16N2O2 in total (ωB97M-V with the def2-TZVPD basis set).

As for the multiplicity: 1. The frontier orbital gap is 9.84 eV.

Geometry (Å):
N -3.05463 -0.80879 0.05649
C -1.65693 -1.29250 0.11907
C -0.85637 -0.86531 1.34926
C -0.68344 0.64243 1.46076
C 0.37054 1.23548 0.54239
N 1.76491 0.95662 0.84960
H -3.17600 -0.15263 0.82525
H -3.68579 -1.55826 0.32540
H -1.15434 -0.89964 -0.76959
H -1.58314 -2.37684 0.02768
H -1.26772 -1.30481 2.26005
H 0.12079 -1.32289 1.19222
H -0.40614 0.94445 2.48003
H -1.62194 1.18812 1.32816
H 0.07060 1.02615 -0.48946
H 0.25742 2.32707 0.58377
H 1.89019 0.22533 1.53693
H 2.30467 0.77553 0.01746
O 1.62519 1.31497 -2.43481
H 1.99080 2.01959 -1.88821
H 0.80644 1.64350 -2.81652
O 1.87632 -1.33930 -1.27626
H 1.79985 -0.45568 -1.67972
H 2.04775 -1.31278 -0.33461

natural (NBO) atomic charge list, values in e, 4 entries: -0.831, -0.220, -0.418, -0.415


--- B ---
Entry from the Open Molecules 2025 dataset: a cluster of 3 separate species, C4H16N2O2 in total (ωB97M-V with the def2-TZVPD basis set).

As for the multiplicity: 1. The frontier orbital gap is 9.30 eV.

Geometry (Å):
C 0.08808 1.89780 -1.93058
N -0.11626 1.15866 -0.68602
C -1.29006 1.55361 0.05478
C -1.35111 1.05302 1.52591
C -1.43297 -0.41946 1.95495
N -0.23230 -1.19372 1.62619
H -0.95041 2.27981 -2.27016
H 0.42283 1.21479 -2.73343
H 0.80377 2.71957 -1.87017
H -0.03247 0.17076 -0.86897
H -2.30881 1.43462 -0.40264
H -1.31041 2.66902 0.12515
H -0.64245 1.58785 2.14718
H -2.38242 1.46312 1.81242
H -1.66500 -0.52311 3.01190
H -2.21901 -0.86861 1.34374
H 0.33810 -0.82389 0.87310
H 0.39528 -1.06898 2.42484
O 1.16055 -1.81983 -2.52946
H 0.30430 -2.23284 -2.39757
H 1.54863 -1.68488 -1.65495
O 2.40793 -1.57066 0.33067
H 2.93115 -0.95255 0.84577
H 2.07590 -2.29108 0.87259

natural (NBO) atomic charge list, values in e, 4 entries: -0.412, -0.651, -0.217, -0.412


Energy ordering: A at the bottom, the next structure 12.0 kcal/mol above.


--- A ---
Entry from the Open Molecules 2025 dataset: a cluster of 2 separate species, C2H2Cl2O2 in total (ωB97M-V with the def2-TZVPD basis set).

As for the multiplicity: 1. The frontier orbital gap is 11.74 eV.

Geometry (Å):
Cl 0.05886 -0.29332 -1.68093
C -0.44437 -1.62750 -0.68659
Cl -1.18763 -0.94848 0.82341
H 0.44254 -2.26243 -0.43608
H -1.18208 -2.19316 -1.04223
O -3.12419 0.02552 -2.74258
C -2.46108 0.92680 -2.41484
O -1.86951 1.83712 -2.00391

natural (NBO) atomic charge list, values in e, 4 entries: 0.001, -0.363, -0.063, 0.227


--- B ---
Entry from the Open Molecules 2025 dataset: the molecule C2H2Cl2O2 (ωB97M-V with the def2-TZVPD basis set).

As for the multiplicity: 1. The frontier orbital gap is 9.74 eV.

Geometry (Å):
O 0.84534 -0.38046 -0.33269
O 0.04067 -0.46804 0.82751
C -0.96539 0.41099 0.71680
C -1.92343 0.53388 1.62588
Cl -3.31840 1.57202 1.57877
Cl -2.07675 -0.49580 3.08531
H 1.68908 -0.33951 0.14193
H -0.85887 0.99135 -0.25507

natural (NBO) atomic charge list, values in e, 4 entries: -0.416, -0.241, 0.064, -0.153


--- C ---
Entry from the Open Molecules 2025 dataset: a cluster of 2 separate species, C2H2Cl2O2 in total (ωB97M-V with the def2-TZVPD basis set).

As for the multiplicity: 1. The frontier orbital gap (alpha / beta) is 9.06 / 9.06 eV.

Geometry (Å):
C -0.60276 -0.54371 0.43213
C 1.24242 0.82450 -0.99104
O -1.37012 0.28516 0.07878
O 1.29682 -0.14864 -0.17414
Cl 2.85113 1.65311 -0.95336
Cl 0.75997 0.07718 -2.62067
H -0.65301 -1.52403 0.89219
H 0.45061 1.52632 -0.78032

natural (NBO) atomic charge list, values in e, 4 entries: 0.686, 0.148, -0.391, -0.628


Energy ordering: A at the bottom, the next structure 71.0 kcal/mol above.


--- A ---
Entry from the Open Molecules 2025 dataset: a structure of composition C2H3CdLiO2 (ωB97M-V with the def2-TZVPD basis set).

As for the multiplicity: 1. The frontier orbital gap is 7.08 eV.

Geometry (Å):
H -0.40703 1.78777 -2.48103
O 1.27320 -0.06534 -0.52520
C 0.81992 -0.53223 0.66341
C -0.45730 -0.23700 1.02437
O -1.21283 0.40262 0.09221
Li -0.69461 -1.08052 -1.11707
Cd 0.13714 1.51250 -0.85634
H 1.46746 -1.18622 1.25644
H -0.92595 -0.60156 1.94320

natural (NBO) atomic charge list, values in e, 4 entries: -0.591, -0.997, -0.042, -0.074


--- B ---
Entry from the Open Molecules 2025 dataset: a structure of composition C2H3CdLiO2 (ωB97M-V with the def2-TZVPD basis set).

As for the multiplicity: 1. The frontier orbital gap (alpha / beta) is 4.68 / 5.97 eV.

Geometry (Å):
H -0.36332 -2.07195 -0.09259
O 1.20625 0.00819 0.65942
C -0.00089 -0.54232 0.34101
C -0.80526 0.26893 -0.40032
O -0.44767 1.55277 -0.62731
Li 1.77227 0.35268 -1.14494
Cd 0.81532 1.95509 0.81438
H -0.50652 -1.39638 1.39462
H -1.67018 -0.12701 -0.94427

natural (NBO) atomic charge list, values in e, 4 entries: -0.017, -1.074, -0.097, -0.017


Energy ordering: A at the bottom, the next structure 106.4 kcal/mol above.